The following is a DFT calculation (ωB97M-V/def2-TZVPD) of 2 unconnected molecules or ions with the total composition C4H10N2O2.

The geometry in XYZ format:
```
18
Properties=species:S:1:pos:R:3:forces:R:3
H 0.889383 2.238858 2.060501 0.14 0.02 0.05
H 0.975767 0.498916 1.839307 0.20 -0.13 -0.06
H -1.345248 1.038864 1.627042 -0.05 -0.04 0.05
H -1.010993 2.496481 0.698353 -0.07 0.10 -0.09
C 1.036644 -2.482113 -0.831112 -0.10 0.04 -0.11
N 0.382597 -2.078356 0.327765 -0.11 0.09 0.29
H 0.958943 -2.098149 1.154594 0.30 0.02 -0.19
H -0.089583 -1.179069 0.229508 -0.21 -0.16 -0.19
N -0.861083 0.665785 -0.353392 0.16 -0.05 0.47
H -0.720886 -2.530032 -1.528407 -0.03 -0.09 -0.03
C 0.754239 1.436007 1.338422 -0.47 0.07 0.11
H -1.489717 2.332736 -1.397323 0.04 -0.09 -0.02
O 0.173199 -2.674290 -1.861543 0.05 0.29 0.02
C -0.696939 1.461784 0.860595 0.09 0.02 -0.12
H 1.432976 1.586118 0.504328 0.12 -0.01 -0.02
C -1.247349 1.262005 -1.387740 -0.11 0.19 -0.17
H -1.349999 0.709720 -2.313180 -0.04 -0.05 -0.14
O 2.208050 -2.685263 -0.967717 0.09 -0.21 0.15
```
Forces are in eV/Å.

Results
Energy above the lowest of the compared OMol25 structures with the same formula, charge and spin (eV): 1.556
Total charge: 0
Highest occupied orbital energy (Ha): -0.3664
E_tot (hartree): -418.40378
Spin multiplicity: 1
Structure (SMILES): NC(=O)O.C=NCC
Lowest unoccupied orbital energy (eV): 0.767